Molecular formula: C32H48AlP2
Method: DFT, ωB97M-V with the def2-TZVPD basis set

Computed properties:
Orbital gap (alpha / beta) (eV): 3.42 / 3.39
Spin multiplicity: 1
E_HOMO (alpha / beta) (eV): -7.518 / -7.466
LUMO (alpha / beta) (eV): -4.095 / -4.078
Total charge: +1

Geometry as XYZ:
```
83
Properties=species:S:1:pos:R:3:mulliken_charge:R:1
Al -0.67477 -0.16531 -4.27694 -1.099
C -0.29954 -2.17909 0.00109 0.865
C 1.05362 -2.07957 -0.42781 0.692
C 0.82292 -0.91458 1.53942 0.592
C -0.44619 -1.44585 1.19307 0.296
C 1.74907 -1.28336 0.51971 0.496
C -1.37944 -2.90843 -0.68465 -1.570
H -1.07280 -3.26423 -1.67736 0.325
H -2.26338 -2.26591 -0.81874 0.161
H -1.70035 -3.78480 -0.09773 0.366
C -1.70691 -1.22694 1.91617 -1.112
H -2.41427 -2.05104 1.75269 0.436
H -2.17275 -0.29969 1.55125 -0.035
H -1.52969 -1.10544 2.99244 0.366
C 1.05929 -0.01458 2.68481 -1.425
H 0.57467 -0.40199 3.60040 0.423
H 0.64321 0.99607 2.49224 0.013
H 2.13676 0.08316 2.88892 0.383
C 3.17315 -0.93182 0.49502 -1.745
H 3.75230 -1.60665 1.15158 0.324
H 3.35400 0.09526 0.84577 0.379
H 3.59105 -1.02386 -0.51319 0.342
C 1.66675 -2.80658 -1.54959 -1.690
H 1.97989 -3.82690 -1.23946 0.304
H 2.56359 -2.28288 -1.91769 0.354
H 0.95643 -2.91583 -2.38710 0.278
C -1.52010 0.70835 -5.82624 -0.196
C -1.88490 -0.66009 -5.64827 0.105
C -1.09139 -1.87045 -6.10752 -1.515
C 0.47219 -1.76261 -6.01188 -1.028
C 0.97233 -0.92918 -4.83954 -0.196
C 1.12092 0.50415 -4.80927 1.468
C 0.96110 1.40102 -5.99222 -1.073
C -0.38524 1.19331 -6.74538 -1.186
H -1.36716 -2.21775 -7.10742 0.453
H 0.89314 -1.45798 -6.97178 0.325
H -1.37898 -2.70156 -5.44131 0.420
H -0.23282 0.52469 -7.60411 0.322
H -2.23636 1.50920 -5.57444 0.796
H -2.91926 -0.86331 -5.37361 0.812
H -0.69269 2.16206 -7.19637 0.454
H 0.97121 2.43835 -5.63413 0.216
H 1.73406 0.93979 -4.01786 -0.515
H 1.77814 1.28621 -6.71616 0.488
H 0.86478 -2.78144 -5.87560 0.439
H 1.52574 -1.47279 -4.07674 0.774
P -2.25282 1.68429 -2.09538 1.388
P 1.14753 1.92845 -1.38063 1.602
C -1.13627 2.81670 -3.01793 -0.602
C 0.20942 3.21500 -2.34567 -1.657
H -1.73524 3.72741 -3.14311 0.791
H -0.99727 2.43678 -4.04720 -0.079
H 0.90131 3.60247 -3.10381 0.674
H 0.02963 4.02700 -1.63115 0.650
C 1.43979 2.69342 0.23647 -0.770
H 2.10390 2.01789 0.79528 0.165
H 0.49478 2.79311 0.77122 -0.017
H 1.91348 3.67394 0.09215 0.498
C 2.88748 2.10187 -1.99187 -1.748
H 3.13137 3.15820 -2.13871 0.446
H 3.04914 1.56169 -2.92484 0.411
H 3.55287 1.67183 -1.23783 0.427
C -3.84657 2.44082 -1.89726 -1.297
H -4.57145 1.65752 -1.64819 0.465
H -4.14558 2.92324 -2.83550 0.457
H -3.79817 3.16237 -1.08315 0.428
C -2.79290 0.00169 -2.57477 -1.377
H -3.35269 -0.42506 -1.73707 0.753
H -1.88705 -0.66131 -2.75763 0.029
H -3.47639 0.01072 -3.42787 0.597
C -1.32964 1.36544 -0.64410 -1.451
C -1.64068 1.67959 0.54098 -0.501
C -1.90385 2.71850 1.45062 1.101
C -2.13170 4.02110 0.92949 0.061
C -2.13053 5.11158 1.78355 -1.062
C -1.95421 4.91892 3.16354 -0.522
C -1.82059 3.61587 3.68482 -0.723
C -1.81536 2.51908 2.83893 -0.157
H -2.26318 4.14763 -0.14982 0.271
H -2.26651 6.11435 1.36604 0.408
H -1.93046 5.78241 3.83125 0.391
H -1.71693 3.46491 4.76019 0.415
H -1.73422 1.48995 3.20233 0.448
```